[1]
# C16H34N2O22S5

A molecular structure, C16H34N2O22S5 (ωB97M-V with the def2-TZVPD basis set, OMol25).

Cartesian coordinates (Å):
1 S -1.268975 4.331633 0.875090
2 S 4.927239 -0.162608 -4.500094
3 S 2.170438 1.632964 3.908508
4 S -2.416698 -4.440928 -1.494384
5 S 2.822011 -1.616813 1.049969
6 O 4.297404 0.087128 -3.065682
7 O 3.025274 0.984383 4.844455
8 O -2.092006 -5.815096 -1.397792
9 O -3.750953 -4.066769 -1.775092
10 O -0.685616 3.199741 1.478842
11 O 2.698499 2.595516 3.035884
12 O 1.383242 0.527569 3.082589
13 O 5.714534 0.942345 -4.869984
14 O -2.311194 -0.951219 1.574672
15 O -0.156385 -0.326102 -2.790324
16 O -1.938582 5.283797 1.678356
17 O 1.479731 -1.842527 1.474617
18 O -1.435490 -3.738080 -2.517631
19 O 3.692609 -0.915076 2.168265
20 O 3.057412 -0.955652 -0.175879
21 O 3.599051 -3.000888 1.106549
22 O -0.259293 5.078777 -0.090731
23 O -2.237934 3.836937 -0.290031
24 O 3.546436 -0.121513 -5.315891
25 O -1.928848 -3.657019 -0.211534
26 O 5.466778 -1.475381 -4.565127
27 O 0.892649 2.211945 4.638013
28 N -4.017502 0.503001 1.323729
29 N -1.240226 0.621306 -1.051890
30 C 0.116573 0.217543 3.667909
31 C -1.200253 0.048765 -2.273299
32 C 4.348738 -3.152803 2.354128
33 C -0.626469 -3.070288 -0.397840
34 C 2.440705 -0.013188 -4.422208
35 C -3.317196 1.490371 2.131863
36 C -4.088483 -1.628921 0.131380
37 C -2.042513 4.577317 -1.521467
38 C 2.966145 -0.482891 -3.070959
39 C -3.398527 -0.687250 1.080754
40 C -0.228304 -3.329411 -1.856225
41 C 0.009885 1.109470 4.928189
42 C -0.975885 5.614113 -1.201957
43 C 4.016593 -1.900024 3.155024
44 C -2.526215 -0.048295 -2.988859
45 C -0.087246 0.666292 -0.184472
46 H 0.539446 1.554464 -0.280989
47 H 2.090710 1.021704 -4.359987
48 H -0.364929 0.560506 0.860073
49 H 0.108145 -2.409415 -2.328698
50 H -2.762559 -1.093064 -3.188604
51 H 5.375788 -3.298162 2.039494
52 H -1.367004 6.591692 -0.917300
53 H 0.050738 -3.462424 0.352879
54 H 3.934296 -4.051547 2.801475
55 H 0.529957 -4.100753 -1.985109
56 H 3.082216 -1.566365 -3.082451
57 H 0.061546 -0.835252 3.937652
58 H -2.444877 0.494644 -3.928854
59 H 4.821346 -1.486749 3.753181
60 H 1.572257 -0.581664 -4.748430
61 H -5.009191 -1.210275 -0.283116
62 H 0.551734 -0.192229 -0.390212
63 H -0.309954 5.766541 -2.046999
64 H -3.737631 2.482873 1.978035
65 H 2.383944 -0.066579 -2.262154
66 H 3.139940 -2.051837 3.786295
67 H -1.718236 3.856616 -2.268911
68 H -3.342903 0.365701 -2.396327
69 H -2.073834 1.078271 -0.719271
70 H -3.499268 1.298170 3.197417
71 H -0.742057 -2.009027 -0.182057
72 H -3.022014 4.976147 -1.768339
73 H -0.666984 0.433034 2.946975
74 H -5.009329 0.614515 1.207751
75 H -2.262333 1.417699 1.909276
76 H -3.426528 -1.807135 -0.715726
77 H -0.973630 1.554315 5.024086
78 H -4.315450 -2.587581 0.589589
79 H 0.365494 0.580992 5.809924

Atomic forces in eV per Å
-0.4 0.2 -0.5
-0.5 -0.5 0.1
-0.3 -0.6 0.2
0.3 -0.1 0.1
0.3 -0.3 0.3
0.1 0.1 0.1
0.0 -0.2 0.2
0.2 -0.4 0.2
-0.4 0.3 -0.2
0.6 -0.3 0.1
0.2 0.6 -0.5
0.1 0.0 -0.1
0.5 0.7 -0.1
0.0 0.2 -0.1
0.2 -0.3 0.0
-0.3 0.4 0.2
0.1 0.0 0.2
-0.3 0.3 -0.2
-0.1 0.2 -0.2
0.1 0.0 -0.2
0.0 0.2 -0.1
0.7 -0.4 0.1
0.0 -0.2 0.0
0.2 -0.1 -0.1
0.0 -0.3 -0.1
-0.1 -0.1 -0.1
0.1 0.1 0.2
0.5 0.4 0.0
0.1 0.1 0.3
-0.4 0.1 0.5
-0.4 0.6 0.0
-0.7 -0.4 -0.8
0.0 0.4 0.3
-0.9 0.2 0.6
-0.9 -0.3 0.7
-0.4 0.4 -0.3
-0.5 -0.5 0.5
0.1 0.2 -1.0
-0.2 -0.4 0.1
0.4 0.0 0.0
0.2 0.0 -0.8
-0.2 0.7 -0.2
-0.1 0.2 0.3
-0.1 0.1 0.2
0.8 -0.4 0.2
-0.2 0.1 -0.2
0.4 0.1 -0.1
-0.3 0.1 -0.1
-0.1 -0.1 -0.1
0.1 0.0 -0.1
0.2 0.2 0.3
-0.2 -0.1 0.0
0.1 -0.3 -0.2
0.3 0.0 0.3
-0.1 -0.1 0.2
-0.3 0.0 0.5
0.2 0.0 -0.2
-0.1 -0.1 -0.1
0.1 -0.1 0.0
0.3 -0.3 -0.2
0.0 0.0 0.2
-0.1 0.1 -0.2
0.3 -0.2 0.2
0.2 0.0 -0.4
0.2 -0.3 0.2
0.0 -0.1 0.0
0.0 0.0 0.0
0.0 0.1 0.0
-0.1 -0.2 -0.2
0.4 -0.1 0.0
-0.1 0.0 -0.1
0.1 0.3 -0.3
0.1 0.0 -0.1
0.0 -0.2 -0.3
0.1 0.3 0.0
0.0 0.0 0.2
-0.1 -0.2 0.3
0.2 0.0 0.1
-0.2 0.1 0.2

The calculation puts the total energy at -119341.78394 eV. The energy above the lowest of the compared OMol25 structures with the same formula, charge and spin is 0.0 kcal/mol. The HOMO energy is -10.159 eV. The lowest unoccupied orbital energy comes out at -0.003 eV. The frontier orbital gap is 10.2 eV.

[2]
# C16H34N3S

A molecular structure, C16H34N3S (ωB97M-V with the def2-TZVPD basis set, OMol25).

Cartesian coordinates (Å):
1 S 1.292460 0.491092 0.153207
2 N 3.870666 -0.590154 -0.024796
3 N 1.117886 -1.851489 0.704601
4 N -0.915087 -0.658317 0.138481
5 C -6.475866 0.459032 -0.218641
6 C -5.182225 0.526929 -0.173715
7 C 4.373229 1.024615 -1.784305
8 C -6.570316 -2.061203 -0.888823
9 C 5.479731 1.747637 -0.966847
10 C -3.262031 2.098714 0.601769
11 C 3.656259 -1.904449 0.208044
12 C 2.330913 -2.043409 1.416456
13 C -4.803822 1.546698 0.960303
14 C -6.954630 -0.650452 -1.241846
15 C -1.658962 0.233252 -0.210941
16 C -2.318408 0.966481 0.962013
17 C 4.886070 0.160276 0.518072
18 C 4.302097 -0.540210 -1.636139
19 C 0.343682 -0.687480 0.271787
20 C 4.975135 1.518227 0.598850
21 H 2.406990 -2.987100 1.952126
22 H 3.549086 1.458371 -1.849129
23 H -5.515476 -2.089928 -1.120706
24 H -4.783463 1.247759 1.787392
25 H 5.271345 -1.123270 -1.645973
26 H -6.878994 -2.688761 -1.786212
27 H -6.835526 -2.462414 0.126950
28 H -3.190230 2.952688 1.362368
29 H 5.802941 2.074584 1.070856
30 H -1.567059 1.404469 1.878581
31 H 4.790865 0.960412 -3.102571
32 H -2.868605 0.148094 1.698128
33 H -3.066109 2.328146 -0.243203
34 H -8.330515 -0.577045 -1.195392
35 H 4.003692 1.937614 0.688711
36 H 3.269647 -2.574871 -0.778439
37 H -6.895495 -0.160826 0.649758
38 H -6.747656 -0.271353 -2.275698
39 H -5.234375 2.460105 0.671204
40 H 5.856017 -0.710822 0.638668
41 H -7.092224 1.284550 -0.391338
42 H -1.353521 -1.685236 0.314078
43 H -1.013986 0.925660 -0.595286
44 H 0.532273 -2.798868 0.561472
45 H 6.491873 1.316106 -1.205592
46 H 4.431334 -2.473414 0.967344
47 H -4.478867 -0.469222 0.029077
48 H 5.575025 2.651185 -1.205986
49 H -2.616590 0.054451 -0.753130
50 H 2.552599 -1.329489 2.031481
51 H 3.586783 -1.150591 -2.205256
52 H -4.814212 1.035090 -1.331401
53 H 3.003706 0.150687 -0.005551
54 H 4.634432 -0.108679 1.780351

Atomic forces in eV per Å
2.8 8.9 -1.1
-0.2 3.5 -7.3
-6.5 -4.0 -1.4
3.1 -16.9 3.9
-10.4 -7.1 -0.2
12.1 2.2 -0.6
10.2 -5.4 -5.8
0.3 -0.6 -2.3
-1.8 -7.5 1.9
-3.7 -3.8 13.6
-2.8 -7.3 4.5
1.2 -2.4 -6.3
4.1 4.8 -16.1
-5.2 2.1 0.0
-9.8 10.2 -1.5
0.7 -0.1 6.3
4.4 -10.0 11.4
0.0 1.4 2.5
3.4 -6.2 2.9
3.2 5.2 -5.5
-0.3 -0.1 -0.5
-7.4 3.6 -0.2
0.9 -0.3 0.9
-0.3 -4.3 12.4
-0.8 1.1 0.0
-0.4 0.2 1.6
0.2 0.5 -1.2
0.5 -1.0 -1.4
-0.8 -1.1 1.0
-1.1 -1.3 -2.9
-1.2 0.8 3.7
1.0 1.6 -2.1
1.5 3.5 -10.9
4.1 -0.2 -0.2
-0.7 0.9 0.4
1.4 1.9 3.0
0.4 1.7 0.0
0.1 -1.0 0.6
-1.9 0.9 0.7
-1.9 3.3 -1.1
-0.4 1.7 0.0
1.1 3.0 -0.2
0.9 2.7 -2.2
1.8 2.7 0.6
-1.0 -0.1 0.8
-1.0 1.6 -2.7
-2.3 2.2 -0.8
0.2 7.6 -2.0
1.4 -0.6 -0.8
1.0 4.4 3.8
-0.2 0.9 0.1
-0.4 -1.4 3.2
0.1 -2.6 0.2
0.5 0.4 -2.5

The calculation puts the total energy at -32424.82020 eV. The energy above the lowest of the compared OMol25 structures with the same formula, charge and spin is 466.4 kcal/mol. The HOMO energy is -11.556 eV. The lowest unoccupied orbital energy comes out at -2.306 eV. The frontier orbital gap is 9.3 eV. As for the total charge: +1.